Entry A
The following is a DFT calculation (ωB97M-V with the def2-TZVPD basis set) of the ion C4H7ClNO with charge +1.

Calculated values
* structure (SMILES): [NH3+]C1(C(=O)Cl)CC1
* charge: +1
* E_HOMO: -15.34 eV
* frontier orbital gap: 0.41962 Eh

Cartesian coordinates (Å):
Cl: -3.38 0.55 0.21
O: -2.48 -1.74 -0.45
N: -0.58 1.15 -0.32
C: -0.69 -0.25 -0.03
C: 0.42 -0.81 0.99
C: -2.12 -0.71 -0.06
C: 0.47 -1.06 -0.53
H: -1.51 1.54 -0.18
H: 0.24 -1.74 1.45
H: 1.06 -0.03 1.44
H: 1.21 -0.47 -1.17
H: 0.05 1.72 0.25
H: -0.25 1.14 -1.29
H: 0.36 -2.12 -0.80

=====

Entry B
The following is a DFT calculation (ωB97M-V with the def2-TZVPD basis set) of the ion C4H7ClNO with charge +1.

Calculated values
* structure (SMILES): O=C(Cl)[C@H]1CC[NH2+]1
* charge: +1
* E_HOMO: -15.56 eV
* frontier orbital gap: 0.42965 Eh

Cartesian coordinates (Å):
Cl: -3.78 -0.58 -0.04
O: -2.44 1.54 -0.21
N: -0.05 1.00 0.33
C: 0.80 0.16 -0.65
C: -0.99 -0.11 0.63
C: -2.44 0.37 0.14
C: -0.07 -1.05 -0.28
H: -1.07 -0.58 1.72
H: 0.26 1.67 1.01
H: 0.47 -1.72 0.38
H: 1.89 0.20 -0.35
H: 0.59 0.61 -1.63
H: -0.46 -1.70 -1.13
H: -0.64 1.72 -0.14

=====

Stability summary: most stable entry A, least stable entry B.

=====

Entry A
The following is a DFT calculation (ωB97M-V with the def2-TZVPD basis set) of a cluster of 2 separate species, C14H16 in total.

Calculated values
* spin multiplicity: 2
* charge: -1
* E_HOMO (alpha / beta): 1.22 / -5.71 eV
* frontier orbital gap (alpha / beta): 0.07897 / 0.33034 Eh

Cartesian coordinates (Å):
C: 0.86 3.03 1.56
C: 0.69 -2.71 -2.40
C: -1.10 -2.99 -0.29
C: 0.92 -2.04 -1.20
C: 0.08 3.78 0.72
C: -1.34 -3.73 -1.49
C: -0.46 -3.64 -2.53
C: 0.85 3.38 2.99
C: 1.72 2.05 1.02
C: -2.14 -3.12 0.75
C: -0.11 3.54 -0.63
C: 0.04 -2.21 -0.10
C: 0.47 2.32 -1.07
C: 1.53 1.73 -0.30
H: 0.29 2.06 -2.13
H: 0.36 4.38 3.15
H: 0.13 2.63 3.48
H: 1.14 -2.38 -3.35
H: -0.50 -4.26 -3.42
H: 0.27 -1.54 0.69
H: -0.70 4.15 -1.44
H: -2.66 -4.06 1.10
H: -0.66 4.57 1.27
H: -2.12 -2.60 1.66
H: 1.83 3.30 3.55
H: 2.15 1.31 1.66
H: -2.32 -4.14 -1.64
H: 2.12 1.15 -0.97
H: 1.80 -1.34 -1.11
H: -3.15 -2.64 0.48

=====

Entry B
The following is a DFT calculation (ωB97M-V with the def2-TZVPD basis set) of a cluster of 2 separate species, C14H16 in total.

Calculated values
* spin multiplicity: 2
* charge: -1
* E_HOMO (alpha / beta): 0.90 / -3.66 eV
* frontier orbital gap (alpha / beta): 0.10797 / 0.27226 Eh

Cartesian coordinates (Å):
C: -0.94 -2.27 -1.09
C: -1.11 -0.30 1.73
C: 0.96 -0.43 -1.88
C: 0.06 0.51 1.89
C: 1.31 0.00 2.66
C: -0.88 2.43 0.80
C: -2.14 0.42 1.08
C: 0.26 1.76 1.35
C: -1.29 -1.19 -1.89
C: 1.32 -1.50 -1.09
C: -2.16 1.76 0.80
C: -0.37 -0.27 -2.31
C: 0.35 -2.49 -0.76
C: 1.98 0.68 -2.12
H: 1.14 2.39 1.34
H: 2.97 0.34 -1.81
H: 1.40 -1.09 2.72
H: -1.67 -2.95 -0.65
H: -0.68 0.59 -2.88
H: 2.32 -1.63 -0.68
H: 2.23 0.35 2.21
H: -2.36 -1.10 -2.06
H: -0.81 3.44 0.43
H: -3.05 2.35 0.65
H: -1.31 -1.27 2.17
H: 1.85 0.87 -3.21
H: 1.79 1.64 -1.65
H: 0.75 -3.42 -0.38
H: 1.21 0.49 3.66
H: -3.11 -0.10 0.97

=====

Entry C
The following is a DFT calculation (ωB97M-V with the def2-TZVPD basis set) of a cluster of 2 separate species, C14H16 in total.

Calculated values
* spin multiplicity: 2
* charge: -1
* E_HOMO (alpha / beta): 1.01 / -4.25 eV
* frontier orbital gap (alpha / beta): 0.08648 / 0.27465 Eh

Cartesian coordinates (Å):
C: 2.77 2.04 -0.78
C: -2.29 -3.33 1.40
C: 1.32 2.33 -0.57
C: -1.64 -2.28 1.99
C: -1.00 2.21 -1.32
C: -1.85 -3.84 0.18
C: 0.88 2.94 0.59
C: 1.17 -1.64 -0.48
C: -1.41 2.89 -0.19
C: 0.39 2.04 -1.57
C: -0.08 -2.20 0.14
C: -0.78 -3.25 -0.46
C: -0.48 3.33 0.76
C: -0.53 -1.73 1.37
H: 1.81 -1.18 0.27
H: -0.43 -3.60 -1.42
H: -1.69 1.91 -2.09
H: 0.75 1.58 -2.48
H: 1.75 -2.43 -0.94
H: -0.02 -0.88 1.82
H: -3.21 -3.70 1.84
H: -0.82 3.91 1.62
H: 3.38 2.96 -0.69
H: 3.20 1.35 -0.04
H: 3.00 1.68 -1.78
H: 1.61 3.26 1.32
H: 0.97 -0.83 -1.18
H: -2.48 3.03 -0.03
H: -2.36 -4.70 -0.24
H: -1.98 -1.86 2.94

=====

Stability summary: most stable entry C, least stable entry A.

=====

Entry A
The following is a DFT calculation (ωB97M-V with the def2-TZVPD basis set) of a cluster of 3 separate species, C3H12O2S in total.

Calculated values
* structure (SMILES): CCCS.O.O
* charge: 0
* E_HOMO: -9.42 eV
* frontier orbital gap: 0.36980 Eh

Cartesian coordinates (Å):
S: -0.75 2.15 -1.02
O: 2.42 -2.27 -1.39
O: 2.51 1.50 -0.26
C: -1.24 -1.17 1.49
C: -0.77 0.26 1.02
C: -1.55 0.75 -0.24
H: -1.74 -0.13 -0.92
H: -0.89 -2.03 0.90
H: -0.81 -1.34 2.49
H: -2.68 0.80 0.03
H: -0.87 1.94 -2.36
H: 1.50 1.37 -0.40
H: 2.59 -1.37 -1.71
H: -2.34 -1.10 1.49
H: 2.49 -2.90 -2.20
H: 0.37 0.18 0.89
H: -0.77 1.11 1.90
H: 2.55 2.24 0.30

=====

Entry B
The following is a DFT calculation (ωB97M-V with the def2-TZVPD basis set) of a cluster of 3 separate species, C3H12O2S in total.

Calculated values
* structure (SMILES): CCSC.O.O
* charge: 0
* E_HOMO: -8.58 eV
* frontier orbital gap: 0.33170 Eh

Cartesian coordinates (Å):
S: 1.29 -0.88 0.31
O: -3.06 0.07 1.57
O: -1.29 -2.90 -1.34
C: 0.58 0.72 0.91
C: 2.18 -0.09 -1.13
C: -0.01 1.57 -0.22
H: 2.79 -0.91 -1.50
H: 0.85 2.06 -0.67
H: -2.44 -0.48 2.06
H: 2.86 0.77 -1.12
H: -0.59 2.40 0.21
H: -3.26 0.79 2.16
H: -0.07 0.55 1.78
H: 1.51 1.20 1.22
H: -0.63 -3.51 -1.00
H: -0.62 0.98 -0.89
H: -1.45 -2.37 -0.55
H: 1.35 0.03 -1.82

=====

Stability summary: most stable entry B, least stable entry A.

=====

Entry A
The following is a DFT calculation (ωB97M-V with the def2-TZVPD basis set) of the molecule H4NOPS2.

Calculated values
* structure (SMILES): NP(O)SS
* charge: 0
* E_HOMO: -8.14 eV
* frontier orbital gap: 0.28708 Eh

Cartesian coordinates (Å):
S: -3.24 -0.23 -0.36
S: -1.34 0.72 0.08
P: 0.89 0.24 -0.86
O: 0.89 -1.32 -0.32
N: 1.86 1.03 0.24
H: -2.71 -1.21 0.31
H: 1.61 1.97 0.47
H: 0.22 -1.90 -0.73
H: 1.81 0.69 1.18

=====

Entry B
The following is a DFT calculation (ωB97M-V with the def2-TZVPD basis set) of the molecule H4NOPS2.

Calculated values
* structure (SMILES): NP(=O)(S)S
* charge: 0
* E_HOMO: -10.08 eV
* frontier orbital gap: 0.38914 Eh

Cartesian coordinates (Å):
S: 1.82 1.17 0.18
S: -1.51 1.05 0.31
P: 0.18 -0.04 -0.24
O: -0.11 -0.44 -1.61
N: 0.35 -1.37 0.76
H: 0.43 -2.15 0.18
H: 1.22 2.40 0.19
H: -1.78 0.76 -0.96
H: -0.59 -1.38 1.19

=====

Stability summary: most stable entry B, least stable entry A.

=====

Entry A
The following is a DFT calculation (ωB97M-V with the def2-TZVPD basis set) of the molecule C4H10N4O.

Calculated values
* structure (SMILES): [H]/N=C(/N)N(C)/C(CO)=N\[H]
* charge: 0
* E_HOMO: -9.20 eV
* frontier orbital gap: 0.36421 Eh

Cartesian coordinates (Å):
O: 2.55 0.60 0.87
N: 0.21 -0.81 2.15
N: -0.76 -0.16 0.06
N: -0.28 2.09 -0.22
N: -0.63 0.88 -2.13
C: -0.41 0.88 -0.85
C: 1.72 -0.24 0.09
C: -1.85 -1.09 -0.26
C: 0.22 -0.58 0.90
H: -0.09 2.84 -0.88
H: -2.06 -1.75 0.58
H: -0.92 -0.03 -2.47
H: 2.14 -1.26 0.08
H: 1.86 0.06 -0.95
H: 0.34 2.11 0.58
H: -1.58 -1.71 -1.12
H: -2.74 -0.51 -0.51
H: -0.58 -1.39 2.44
H: 2.87 0.07 1.62

=====

Entry B
The following is a DFT calculation (ωB97M-V with the def2-TZVPD basis set) of a structure of composition C4H10N4O.

Calculated values
* charge: 0
* E_HOMO (alpha / beta): -8.10 / -8.10 eV
* frontier orbital gap (alpha / beta): 0.26737 / 0.26727 Eh

Cartesian coordinates (Å):
O: -0.23 1.58 -1.06
N: -1.18 -1.71 -0.11
N: 0.28 -0.87 -1.82
N: 0.96 -0.85 0.50
N: 2.14 -0.22 0.18
C: -0.26 0.89 -0.02
C: -1.29 1.08 1.07
C: 1.42 0.96 0.76
C: -0.08 -0.87 -0.45
H: -1.11 -2.65 -0.47
H: 0.14 -1.72 -2.35
H: -0.20 -0.12 -2.32
H: -1.27 2.12 1.38
H: -1.37 -1.68 0.88
H: -1.08 0.44 1.93
H: -2.28 0.86 0.67
H: 1.69 1.86 0.22
H: 1.52 1.01 1.84
H: 2.19 -0.11 -0.84

=====

Stability summary: most stable entry A, least stable entry B.

=====

Entry A
The following is a DFT calculation (ωB97M-V with the def2-TZVPD basis set) of a cluster of 2 separate species, C2H4F3N in total.

Calculated values
* charge: 0
* E_HOMO: -8.60 eV
* frontier orbital gap: 0.24701 Eh

Cartesian coordinates (Å):
F: 3.71 0.22 -0.85
F: 2.70 -0.10 0.99
F: -1.08 1.19 1.04
N: 2.86 0.85 -0.04
C: -0.41 0.22 0.36
C: 0.30 0.64 -0.88
H: -1.23 -0.49 0.14
H: 0.09 1.61 -1.17
H: 0.41 0.05 -1.77
H: 0.22 -0.23 1.21

=====

Entry B
The following is a DFT calculation (ωB97M-V with the def2-TZVPD basis set) of the molecule C2H4F3N.

Calculated values
* structure (SMILES): NCC(F)(F)F
* charge: 0
* E_HOMO: -10.33 eV
* frontier orbital gap: 0.41554 Eh

Cartesian coordinates (Å):
F: 0.47 1.28 -0.40
F: 0.60 -0.08 1.31
F: 1.57 -0.60 -0.51
N: -2.08 -0.02 0.04
C: 0.41 -0.03 -0.05
C: -0.91 -0.64 -0.46
H: -0.98 -0.63 -1.55
H: -0.89 -1.67 -0.15
H: -2.22 0.94 -0.29
H: -2.09 0.09 1.07

=====

Stability summary: most stable entry B, least stable entry A.